Record 1
The following is a quantum chemistry calculation of 2 unconnected molecules or ions with the total composition C2H7NS2, from the Open Molecules 2025 dataset.

XYZ file:
```
12
Properties=species:S:1:pos:R:3:forces:R:3
C -0.940 0.741 0.460 -0.2957 -0.0960 -0.3017
N -0.071 -0.115 0.754 0.4690 0.2246 -0.1422
C 0.809 0.141 1.874 -0.0857 -0.2732 0.5794
H -1.619 0.509 -0.356 -0.1087 0.0361 -0.0320
H -1.095 1.701 0.960 0.2267 0.0476 0.1640
H 0.966 1.181 2.178 -0.4931 0.1528 -0.1537
H 1.811 -0.260 1.734 -0.1056 -0.3008 -0.3081
H 0.337 -0.419 2.689 0.3888 0.1600 0.2523
S -0.138 0.226 -2.813 -0.0829 -0.4184 0.1890
S -0.597 -1.753 -2.327 -0.3830 0.1633 -0.4048
H 0.468 -0.054 -3.972 0.1542 -0.0229 0.0041
H 0.070 -1.898 -1.180 0.3160 0.3267 0.1539
```
Forces are in eV/Å.

Values from the calculation:
HOMO energy = -0.3285 hartree
SMILES = C=NC.SS
energy above the lowest of the compared OMol25 structures with the same formula, charge and spin = 25.2 kcal per mole
gap between HOMO and LUMO = 9.4 eV
electronic energy = -25346.954 eV


Record 2
The following is a quantum chemistry calculation of a molecular structure, C17H48Cu2O19, from the Open Molecules 2025 dataset.

XYZ file:
```
86
Properties=species:S:1:pos:R:3:forces:R:3
Cu -0.181 -2.079 0.003 -0.2156 -1.1289 0.0010
Cu 0.720 -0.482 -2.789 -0.4453 -0.1496 0.6702
C 0.632 -0.003 -0.148 -0.3837 -0.0074 2.1377
O 1.743 -0.200 -0.760 -0.6755 7.9831 -1.3691
O -0.379 0.340 -0.834 -0.9760 0.7077 -0.9731
O 0.526 -0.342 1.093 0.7971 3.6537 -2.8800
C 4.182 2.549 -1.370 0.3109 0.6715 0.4308
C 4.696 1.594 -0.296 -0.2142 -0.0521 -0.9119
O 4.660 0.253 -0.784 -0.2729 0.9274 -0.2364
O 2.766 2.582 -1.341 -0.5499 -0.1916 -0.4026
H 4.591 2.324 -2.360 -0.1488 -0.3710 0.0137
H 4.455 3.590 -1.180 0.2031 -0.0878 0.2542
H 4.001 1.751 0.532 0.1523 -0.1882 0.3621
H 5.713 1.797 0.033 0.0537 0.0844 -0.1058
H 3.757 -0.065 -0.651 0.4109 0.0644 -0.0958
H 2.390 1.690 -1.400 0.2606 0.1100 0.0283
C -2.022 -2.583 2.468 0.0157 0.8722 -0.1761
C -0.837 -1.779 2.973 0.0673 -1.1913 1.4992
O 0.300 -2.072 2.191 -0.7690 -3.1576 1.4645
O -2.475 -2.007 1.234 0.6610 -1.0614 0.0351
H -2.850 -2.617 3.182 0.1241 0.3696 0.1579
H -1.759 -3.630 2.302 0.2181 0.1476 -0.3055
H -0.624 -2.112 3.998 -0.1571 0.1403 0.0615
H -1.074 -0.714 3.042 0.0509 0.1128 -0.3712
H 1.103 -1.702 2.584 -0.3646 -0.2264 0.0816
H -2.454 -1.030 1.245 -0.3280 -0.3954 0.7137
C -1.124 3.880 -1.032 -0.5179 -0.7043 -0.5253
C -0.167 4.098 0.122 -0.0383 1.7045 -0.3008
O 1.016 4.740 -0.317 0.3919 -0.5360 -0.0294
O -0.514 3.026 -1.985 0.1328 -0.3356 -0.8074
H -1.402 4.766 -1.605 0.5316 0.3884 0.3434
H -2.093 3.480 -0.701 0.6285 0.0173 -0.1429
H 0.042 3.152 0.630 0.0318 -0.0957 0.0359
H -0.597 4.829 0.814 0.0073 -0.4193 0.0482
H 1.576 4.066 -0.734 -0.0096 0.1243 -0.1475
H -0.516 2.105 -1.693 -0.0607 0.1526 0.3595
C 3.416 -2.679 -0.895 -1.4879 -0.8436 0.2383
C 4.060 -2.782 0.483 0.9683 0.6807 -0.3037
O 4.560 -1.561 0.987 6.9522 -2.2395 -6.7993
O 2.045 -2.197 -0.856 0.9477 -6.4864 -0.4368
H 3.332 -3.690 -1.296 0.2686 -0.0678 -0.2112
H 3.947 -2.042 -1.600 0.4626 -0.0620 0.1476
H 4.898 -3.478 0.410 0.1062 0.0085 -0.0314
H 3.359 -3.188 1.221 -0.2281 -0.3808 -0.3812
H 3.788 -1.004 1.190 2.5843 0.1307 -1.8630
H 2.057 -1.256 -0.598 1.0031 -0.9733 0.4276
C -1.608 -2.998 -3.172 -0.5775 0.3440 1.0263
C -1.904 -2.023 -4.284 -0.6250 0.2263 -0.4906
O -0.918 -0.976 -4.362 0.6937 -0.3659 0.2347
O -1.364 -2.236 -1.966 0.9775 0.0910 -0.6867
H -0.808 -3.703 -3.389 0.1560 0.1673 0.1653
H -2.530 -3.515 -2.895 0.0485 -0.5445 -0.8306
H -2.860 -1.526 -4.104 -0.0680 -0.0843 0.2689
H -2.014 -2.517 -5.251 0.3035 -0.2097 0.0413
H -1.142 -0.450 -5.134 0.1819 0.2404 0.1027
H -1.807 -1.388 -2.186 -0.1696 0.1481 0.8578
C -3.763 -0.679 -0.870 0.5719 0.6935 1.0898
C -4.915 -1.358 -1.505 0.3351 -1.1052 -1.4930
O -5.836 -1.930 -0.602 -0.2371 0.5598 0.2104
O -2.887 -0.017 -1.805 -0.3420 -0.5453 -0.7821
H -3.204 -1.447 -0.325 -0.3667 0.3835 -0.5439
H -4.068 0.105 -0.172 -0.5382 -1.7725 -0.8903
H -4.468 -2.182 -2.084 -0.1866 0.0250 -0.4093
H -5.423 -0.713 -2.223 -0.3563 0.0274 0.2594
H -5.382 -2.545 -0.017 0.1532 0.0925 -0.0550
H -2.050 0.196 -1.355 -0.1219 0.1251 0.1182
C -3.602 1.704 0.577 -0.8919 1.9969 0.9088
C -3.600 3.020 1.365 -0.5558 0.7235 -0.2231
O -2.336 3.650 1.362 -0.2794 -0.7372 1.7537
O -2.825 0.684 1.195 1.3233 1.1156 -0.1502
H -3.253 1.921 -0.435 -0.0227 -0.2042 0.0853
H -4.647 1.388 0.513 0.0371 0.1140 0.1820
H -4.099 2.959 2.341 0.6808 -0.5688 0.3090
H -4.233 3.804 0.929 -0.1718 -0.5910 -0.7509
H -1.772 3.200 2.010 -0.0955 0.1805 -0.1802
H -1.995 0.703 0.671 0.0552 -0.0594 0.6466
C 3.443 -0.589 3.374 0.6323 -0.7929 0.9317
C 2.766 0.751 3.459 -0.7155 -0.2083 0.0978
O 1.346 0.553 3.535 0.3202 -0.0200 -0.6873
O 3.214 -1.378 2.196 -9.3509 2.0990 8.5289
H 3.155 -1.208 4.231 -0.4665 0.2008 0.0410
H 4.526 -0.539 3.524 0.1197 0.3380 -0.6233
H 3.002 1.435 2.638 0.1461 -0.1698 -0.1464
H 3.094 1.240 4.378 -0.0943 -0.0484 0.0285
H 1.066 0.311 2.617 -0.1099 0.4856 0.6466
H 2.440 -1.025 1.711 -0.8928 -0.0490 0.7040
```
Forces are in eV/Å.

Values from the calculation:
HOMO energy = -0.2766 hartree
energy above the lowest of the compared OMol25 structures with the same formula, charge and spin = 196.7 kcal per mole
gap between HOMO and LUMO = 6.8 eV
electronic energy = -146578.259 eV


Record 3
The following is a quantum chemistry calculation of a single C3H7NO2 molecule, from the Open Molecules 2025 dataset.

XYZ file:
```
13
Properties=species:S:1:pos:R:3:forces:R:3
O 0.150 -0.587 -1.758 -0.6985 0.3410 0.0726
C 0.610 -0.940 -0.578 -0.3691 -0.2717 0.9825
C 1.190 0.265 0.204 0.1945 -0.3130 -0.0916
O 0.198 1.030 0.995 -0.3554 0.1011 -0.0440
C -1.066 1.021 0.739 0.2060 -0.2132 0.1044
N -1.692 0.310 -0.185 0.0903 -0.3299 0.4250
H -1.053 0.195 -1.103 0.4756 -0.3790 -0.2669
H -0.248 -1.383 0.165 1.2164 -0.1063 -0.4837
H 1.301 -1.802 -0.517 0.1902 0.3086 -0.2433
H 1.934 -0.014 0.950 -0.0750 0.0218 0.0353
H 1.609 0.988 -0.503 -0.0630 -0.1990 0.1063
H -1.624 1.594 1.484 0.0889 0.2172 -0.2194
H -1.308 -0.679 0.107 -0.9009 0.8224 -0.3772
```
Forces are in eV/Å.

Values from the calculation:
HOMO energy = -0.3203 hartree
energy above the lowest of the compared OMol25 structures with the same formula, charge and spin = 117.0 kcal per mole
gap between HOMO and LUMO = 8.4 eV
electronic energy = -8805.456 eV


Record 4
The following is a quantum chemistry calculation of 2 unconnected molecules or ions with the total composition C2HO3S, from the Open Molecules 2025 dataset.

XYZ file:
```
7
Properties=species:S:1:pos:R:3:forces:R:3
C -0.458 0.308 0.287 0.6775 -1.4362 -0.5410
C 1.654 0.001 -0.010 -1.0540 0.1170 0.4828
O 1.887 0.646 -0.975 0.0371 0.4468 -0.6670
O 2.036 -0.704 0.858 0.3003 -0.5008 0.4779
O -2.854 -0.612 -0.332 0.2381 -0.5439 0.0791
S -1.416 -0.957 -0.011 0.0519 1.9490 0.1610
H -0.851 1.318 0.185 -0.2509 -0.0319 0.0072
```
Forces are in eV/Å.

Values from the calculation:
HOMO energy = -0.1594 hartree
energy above the lowest of the compared OMol25 structures with the same formula, charge and spin = 44.3 kcal per mole
net charge = -1
gap between HOMO and LUMO = 8.3 eV
electronic energy = -19067.821 eV


Record 5
The following is a quantum chemistry calculation of 2 unconnected molecules or ions with the total composition C16H18NS2, from the Open Molecules 2025 dataset.

XYZ file:
```
37
Properties=species:S:1:pos:R:3:forces:R:3
C -5.564 1.858 0.155 -0.3492 0.0537 -0.0016
C -4.071 1.773 0.128 0.3327 -0.1569 0.0118
C -3.295 2.939 0.090 0.1343 -0.4543 0.0164
C -1.907 2.875 0.088 0.3298 -0.5685 0.0305
C -1.249 1.619 0.129 -1.7641 -0.0626 0.0316
N 0.108 1.519 0.155 1.5791 0.0742 -0.0887
C -2.041 0.451 0.145 0.5002 0.5279 0.0154
C -3.424 0.530 0.152 -0.1654 0.4970 -0.0564
H -6.001 0.857 0.171 -0.0588 0.1304 -0.0003
H -5.916 2.400 1.041 0.0318 -0.1059 -0.1197
H -5.950 2.387 -0.723 0.0307 -0.0956 0.1079
H -3.803 3.905 0.064 0.2190 -0.2141 0.0041
H -1.309 3.786 0.057 -0.1409 -0.1755 0.0181
H 0.579 0.621 0.211 -0.5015 0.7912 0.0809
H 0.668 2.351 0.295 -0.1569 -0.3910 -0.0587
H -1.529 -0.512 0.181 -0.1865 0.1344 -0.0037
H -4.022 -0.381 0.182 0.1095 0.1843 -0.0098
C 5.507 0.227 0.093 -0.4225 -0.1835 -0.0293
C 5.028 -0.204 -1.152 -0.0584 -0.1261 0.0315
C 3.789 -0.825 -1.247 0.0500 0.2799 -0.0290
C 2.990 -1.009 -0.098 0.0088 0.7231 -0.0462
C 1.643 -1.530 -0.202 -0.0400 -1.9625 -0.0324
S 0.723 -1.941 1.194 0.2093 0.0629 -0.3555
C -0.351 -3.218 0.433 0.2389 -0.0076 0.3533
C -0.428 -3.028 -1.070 -0.3583 0.4034 -0.3700
S 1.023 -2.106 -1.691 0.2183 0.1581 0.4813
C 3.503 -0.615 1.155 0.0538 0.2118 0.0163
C 4.741 0.010 1.246 -0.0166 -0.0841 -0.0047
H 6.475 0.723 0.165 -0.2530 -0.1361 -0.0217
H 5.628 -0.049 -2.051 -0.2127 -0.0910 0.3066
H 3.422 -1.163 -2.215 0.1451 0.1461 0.1436
H 0.086 -4.188 0.693 -0.0390 0.2739 0.0032
H -1.333 -3.135 0.911 0.1803 0.0101 -0.1433
H -0.426 -3.992 -1.593 0.0122 0.2478 0.1147
H -1.325 -2.471 -1.365 0.2682 -0.0865 0.0315
H 2.915 -0.798 2.052 0.1908 0.1321 -0.1079
H 5.114 0.332 2.220 -0.1188 -0.1403 -0.3198
```
Forces are in eV/Å.

Values from the calculation:
HOMO energy = -0.3632 hartree
energy above the lowest of the compared OMol25 structures with the same formula, charge and spin = 0.0 kcal per mole
net charge = +1
gap between HOMO and LUMO = 4.3 eV
electronic energy = -40037.993 eV


Record 6
The following is a quantum chemistry calculation of 2 unconnected molecules or ions with the total composition C3HBrIO2, from the Open Molecules 2025 dataset.

XYZ file:
```
8
Properties=species:S:1:pos:R:3:forces:R:3
C 0.779 -1.175 -1.432 0.9832 3.7865 -2.5045
C -0.108 0.671 0.042 1.6880 -0.4976 -2.5767
C -1.293 0.509 0.761 0.3547 0.5456 -0.3091
O -2.418 0.687 1.039 -2.1423 -0.1140 0.5281
O -0.210 0.014 1.326 0.4123 -1.0896 2.3369
Br 2.523 -1.560 -0.881 0.4016 -0.1970 0.6874
I 0.550 2.797 0.283 0.0914 -0.1997 -0.1552
H 0.177 -1.944 -1.138 -1.7889 -2.2341 1.9932
```
Forces are in eV/Å.

Values from the calculation:
HOMO energy (alpha / beta) = -0.1322 / -0.1322 hartree
energy above the lowest of the compared OMol25 structures with the same formula, charge and spin = 114.4 kcal per mole
net charge = -1
gap between HOMO and LUMO (alpha / beta) = 6.6 / 6.6 eV
electronic energy = -85360.793 eV


Record 7
The following is a quantum chemistry calculation of a single C19H18N2O molecule, from the Open Molecules 2025 dataset.

XYZ file:
```
40
Properties=species:S:1:pos:R:3:forces:R:3
C -0.487 -2.604 -1.932 -0.1605 0.1537 0.2071
C -0.697 -1.494 -0.908 0.2630 -0.1057 -0.2413
C 0.131 -1.762 0.354 -0.1773 -0.0492 -0.0042
C 0.394 -0.543 1.193 0.4358 -0.1713 0.5662
C 1.296 -0.473 2.189 -0.4489 0.3884 -0.3650
C 2.242 -1.459 2.675 0.4128 -0.3717 0.2148
C 3.406 -1.004 3.309 -0.1332 -0.1657 -0.0938
C 4.343 -1.911 3.763 -0.0321 -0.0206 -0.0454
C 4.089 -3.264 3.580 0.1937 0.1887 0.1149
N 2.981 -3.716 3.020 0.0170 -0.5619 -0.0051
C 2.088 -2.847 2.587 -0.2139 0.3467 -0.0839
C -0.322 0.726 0.901 -0.0649 0.4257 0.5421
O -0.497 1.573 1.759 0.0274 -0.1068 -0.1362
C -0.775 0.912 -0.496 -0.3576 0.5395 -0.5073
C -1.558 1.966 -0.768 0.3843 -0.2598 0.5114
C -2.150 2.319 -2.049 -0.1859 0.0482 -0.5765
C -2.857 1.410 -2.837 0.0400 0.2279 0.0491
C -3.394 1.832 -4.041 0.0062 0.0389 0.0257
C -3.216 3.155 -4.417 -0.1344 -0.2604 -0.1141
N -2.562 4.032 -3.674 0.0209 0.5315 -0.2527
C -2.053 3.630 -2.529 0.0840 -0.3587 0.3162
C -0.307 -0.125 -1.468 -0.3190 -0.0982 0.0594
H -1.117 -2.443 -2.805 -0.0495 -0.0254 -0.1141
H -0.737 -3.571 -1.503 0.0047 -0.1485 -0.0077
H 0.550 -2.629 -2.260 0.1296 -0.0209 -0.0415
H -1.759 -1.462 -0.638 0.0449 0.0354 -0.0030
H -0.392 -2.504 0.963 0.0785 -0.0849 -0.0466
H 1.094 -2.197 0.066 -0.0084 -0.0949 -0.0222
H 1.381 0.495 2.674 -0.0538 0.0539 -0.0387
H 3.568 0.058 3.428 -0.0121 0.0821 0.0170
H 5.248 -1.581 4.248 0.0749 0.0086 0.0314
H 4.793 -4.019 3.903 0.1109 0.0097 0.0675
H 1.192 -3.291 2.180 -0.1197 0.0871 -0.0992
H -1.751 2.653 0.049 0.0239 -0.0465 0.1149
H -3.013 0.398 -2.491 0.0287 -0.0901 0.0285
H -3.950 1.152 -4.668 -0.0523 -0.0338 -0.0630
H -3.621 3.536 -5.345 -0.0630 -0.0614 -0.1004
H -1.523 4.382 -1.958 0.0560 0.0202 0.1516
H -0.734 0.039 -2.457 0.0889 -0.0190 0.0007
H 0.782 -0.073 -1.558 0.0605 -0.0307 -0.0566
```
Forces are in eV/Å.

Values from the calculation:
HOMO energy = -0.3291 hartree
SMILES = CC1C/C(=C\c2cccnc2)C(=O)/C(=C/c2cccnc2)C1
energy above the lowest of the compared OMol25 structures with the same formula, charge and spin = 15.6 kcal per mole
gap between HOMO and LUMO = 8.4 eV
electronic energy = -25022.098 eV


Record 8
The following is a quantum chemistry calculation of a single C2HClO molecule, from the Open Molecules 2025 dataset.

XYZ file:
```
5
Properties=species:S:1:pos:R:3:forces:R:3
O -2.855 1.418 0.167 -0.0014 -0.1599 -0.8602
C -1.910 0.797 -0.086 2.8550 -0.0873 1.4482
C -0.797 0.028 -0.012 1.1016 -1.2637 -0.1408
Cl -1.488 -1.623 0.081 0.1414 -0.1050 -0.0295
H 0.448 -0.106 0.022 -4.0966 1.6159 -0.4176
```
Forces are in eV/Å.

Values from the calculation:
HOMO energy = -0.3339 hartree
SMILES = O=C=CCl
energy above the lowest of the compared OMol25 structures with the same formula, charge and spin = 25.0 kcal per mole
gap between HOMO and LUMO = 9.0 eV
electronic energy = -16657.590 eV


| no. | molar mass (g/mol) |
| --- | --- |
| 1 | 109.219 |
| 2 | 683.644 |
| 3 | 89.094 |
| 4 | 105.094 |
| 5 | 288.461 |
| 6 | 275.847 |
| 7 | 290.366 |
| 8 | 76.482 |